Computed, not measured: C20H47F9O9SSi2 as an isolated structure in a non-equilibrium geometry, with ωB97M-V with the def2-TZVPD basis set.

The geometry in ORCA input format:
```
! wB97M-V def2-TZVPD RIJCOSX def2/J DEFGRID3
* xyz 0 1
C 0.402 2.411 0.198
O -0.287 1.747 -0.833
C -1.019 0.631 -0.312
Si -0.713 -0.896 -1.423
C 0.943 -0.570 -2.283
C 0.696 0.133 -3.640
C 1.627 -0.351 -4.768
C 2.592 0.709 -5.292
C 3.783 1.034 -4.362
F 3.887 0.062 -3.471
F 4.870 1.067 -5.119
C 3.591 2.357 -3.587
F 3.007 3.271 -4.293
F 2.783 2.104 -2.595
S 5.156 3.124 -2.840
F 5.720 3.410 -4.271
F 4.471 4.552 -2.863
F 4.595 2.954 -1.381
F 5.861 1.741 -2.746
F 6.438 3.789 -2.236
O -0.697 -2.305 -0.498
Si 0.716 -2.522 0.340
O 0.483 -3.719 1.451
H 0.679 3.418 -0.092
H -0.195 2.454 1.105
H 1.328 1.885 0.451
H -2.080 0.860 -0.251
H -0.612 0.392 0.669
H -1.790 -0.923 -2.437
H 1.530 0.028 -1.591
H 1.432 -1.513 -2.502
H -0.319 -0.115 -3.937
H 0.707 1.211 -3.554
H 2.103 -1.290 -4.523
H 0.966 -0.579 -5.601
H 3.008 0.338 -6.220
H 2.012 1.589 -5.549
H 1.759 -2.877 -0.641
H 1.161 -1.271 0.987
H 1.287 -4.248 1.558
C 3.159 1.905 5.644
O 1.952 2.347 6.242
C 1.208 3.231 5.418
C 0.110 2.518 4.655
O 0.623 1.567 3.735
C 0.623 0.240 4.237
H 3.478 1.002 6.165
H 3.032 1.671 4.586
H 3.937 2.668 5.754
H 1.873 3.766 4.731
H 0.746 3.970 6.080
H -0.443 3.261 4.070
H -0.600 2.046 5.341
H -0.378 -0.188 4.118
H 0.911 0.184 5.289
H 1.329 -0.344 3.648
C -3.916 2.762 5.321
O -3.339 1.521 5.697
C -3.565 1.200 7.063
C -4.745 0.266 7.247
O -5.971 0.854 6.843
C -6.358 0.495 5.527
H -4.005 2.777 4.235
H -4.907 2.903 5.755
H -3.264 3.586 5.633
H -3.697 2.112 7.653
H -2.664 0.695 7.424
H -4.836 0.034 8.313
H -4.577 -0.677 6.717
H -6.835 -0.490 5.532
H -5.512 0.481 4.838
H -7.080 1.233 5.178
C -1.099 -6.083 -6.848
O -0.775 -6.031 -5.469
C 0.165 -5.017 -5.150
C -0.501 -3.754 -4.640
O -1.321 -3.138 -5.619
C -2.694 -3.475 -5.491
H -2.040 -6.622 -6.949
H -1.218 -5.088 -7.281
H -0.322 -6.626 -7.397
H 0.799 -4.797 -6.016
H 0.806 -5.414 -4.357
H 0.283 -3.032 -4.382
H -1.074 -3.958 -3.729
H -3.160 -2.859 -4.715
H -2.837 -4.529 -5.248
H -3.179 -3.267 -6.444
*
```

Its total energy is -3343.25838 hartree. Its LUMO energy is 0.46 eV. The calculation puts the HOMO energy at -9.25 eV.

Löwdin atomic charge list, values in e, 8 entries: -0.120, -0.254, -0.268, 0.567, -0.269, -0.238, -0.184, -0.056